# 1
Molecular formula: C2H2N2O2
Method: DFT, ωB97M-V/def2-TZVPD

Element x y z (Å)
O -1.711 -0.429 0.003
C -0.381 -0.242 -0.076
C 0.487 0.753 -0.236
O 1.731 0.229 0.065
N 1.512 -1.102 0.035
N 0.291 -1.390 -0.166
H -1.929 0.469 0.450
H 0.001 1.713 -0.074

Results
M ... 86.0 g/mol
Lowest unoccupied orbital energy ... 0.294 eV
Relative energy (zero: lowest compared OMol25 entry of this formula, charge and spin) ... 89.27 kcal per mole
SMILES ... Oc1conn1
Frontier orbital gap ... 10.4 eV

Löwdin population analysis, charges in e, atoms 1 to 6:
1. O 0.082
2. C -0.472
3. C -0.051
4. O -0.002
5. N 0.027
6. N 0.120

***

# 2
Molecular formula: C2H2N2O2
Method: DFT, ωB97M-V/def2-TZVPD

Element x y z (Å)
O -1.713 1.399 -0.132
C -0.728 0.625 -0.160
N -0.284 0.231 1.186
C 0.588 -0.579 0.868
O 0.989 -0.752 -0.430
N 0.156 0.171 -1.130
H 1.381 -0.740 1.701
H -0.388 -0.354 -1.903

Results
M ... 86.0 g/mol
Lowest unoccupied orbital energy ... 0.394 eV
Relative energy (zero: lowest compared OMol25 entry of this formula, charge and spin) ... 68.69 kcal per mole
SMILES ... O=c1nco[nH]1
Frontier orbital gap ... 10.9 eV

Löwdin population analysis, charges in e, atoms 1 to 6:
1. O 0.048
2. C -0.466
3. N 0.182
4. C -0.240
5. O -0.018
6. N 0.116

***

# 3
Molecular formula: C2H2N2O2
Method: DFT, ωB97M-V/def2-TZVPD

Element x y z (Å)
O 1.530 -0.952 0.854
C 0.442 -0.344 0.308
C -0.840 -0.681 0.173
O -1.421 0.299 -0.521
N -0.391 1.241 -0.787
N 0.659 0.832 -0.295
H 1.053 -1.528 1.672
H -1.418 -1.606 0.359

Results
M ... 86.0 g/mol
Lowest unoccupied orbital energy ... 0.232 eV
Relative energy (zero: lowest compared OMol25 entry of this formula, charge and spin) ... 72.98 kcal per mole
SMILES ... Oc1conn1
Frontier orbital gap ... 10.0 eV

Löwdin population analysis, charges in e, atoms 1 to 6:
1. O 0.022
2. C -0.449
3. C -0.076
4. O -0.020
5. N 0.063
6. N 0.096

***

# 4
Molecular formula: C2H2N2O2
Method: DFT, ωB97M-V/def2-TZVPD

Element x y z (Å)
O -0.225 3.729 0.465
N 0.321 2.654 0.501
N -0.467 1.588 0.353
C -0.218 0.070 -0.044
C -1.414 0.898 -0.339
O -2.465 1.001 -0.863
H -0.209 -0.595 0.804
H 0.526 -0.089 -0.808

Results
M ... 86.1 g/mol
Lowest unoccupied orbital energy ... -0.463 eV
Relative energy (zero: lowest compared OMol25 entry of this formula, charge and spin) ... 113.10 kcal per mole
SMILES ... O=NN1CC1=O
Frontier orbital gap ... 9.5 eV

Löwdin population analysis, charges in e, atoms 1 to 6:
1. O 0.011
2. N -0.057
3. N 0.017
4. C 0.100
5. C -0.439
6. O 0.165